# 1
The following is a DFT calculation (ωB97M-V with the def2-TZVPD basis set) of a structure of composition C24H15ClN4OS3Zr.

CARTESIAN COORDINATES (ANGSTROEM)
Zr 1.096 0.474 0.284
Cl 6.478 5.482 -1.031
C 5.428 4.189 -0.620
C 5.970 2.940 -0.276
C 5.156 1.879 0.061
C 3.779 2.042 0.049
O 2.964 1.030 0.377
C 3.218 3.288 -0.288
C 1.823 3.516 -0.233
N 0.861 2.646 0.003
C -0.481 3.135 0.101
C -0.955 4.323 -0.393
C -2.291 4.713 -0.187
C -3.157 3.912 0.500
C -2.715 2.659 0.981
C -3.559 1.752 1.661
C -3.078 0.531 2.065
C -1.753 0.209 1.788
N -0.914 1.044 1.177
C -1.380 2.273 0.765
C 4.070 4.365 -0.615
H 7.045 2.816 -0.274
H 5.574 0.920 0.335
H 1.532 4.552 -0.378
H -0.321 4.986 -0.967
H -2.625 5.662 -0.584
H -4.183 4.213 0.667
H -4.588 2.031 1.850
H -3.703 -0.182 2.581
H -1.355 -0.756 2.086
H 3.652 5.331 -0.868
S 0.740 -4.553 1.961
C 0.505 -3.633 0.674
S 1.521 -2.175 0.246
C 0.384 -1.782 -1.068
N -0.493 -2.687 -1.256
N -0.367 -3.737 -0.395
C -1.242 -4.869 -0.576
C -0.697 -6.138 -0.673
C -1.547 -7.214 -0.862
C -2.918 -7.009 -0.962
C -3.447 -5.729 -0.874
C -2.605 -4.646 -0.677
S 0.431 -0.237 -1.918
H 0.373 -6.282 -0.603
H -1.141 -8.213 -0.942
H -3.577 -7.853 -1.114
H -4.514 -5.577 -0.960
H -2.993 -3.637 -0.617

Output
- HOMO level (eV) = -13.642
- charge = +2
- total energy (Ha) = -2919.1981
- LUMO energy (eV) = -7.9

---

# 2
The following is a DFT calculation (ωB97M-V with the def2-TZVPD basis set) of an isolated molecule of C24H16BrN3O2S.

CARTESIAN COORDINATES (ANGSTROEM)
O 1.625 3.748 3.518
S 1.647 3.779 2.030
O 2.868 4.579 1.681
C 0.163 4.168 0.963
C 0.055 4.176 -0.484
C -1.233 4.410 -1.066
C -2.327 4.783 -0.251
C -2.239 4.697 1.161
C -0.992 4.425 1.792
C 2.194 2.171 1.522
C 3.673 2.034 1.249
N 4.100 0.889 0.724
C 3.308 -0.166 0.524
C 3.531 -1.256 -0.034
Br 5.301 -1.406 -0.871
C 2.282 -1.947 -0.132
C 2.041 -3.207 -0.812
C 2.984 -3.918 -1.578
C 2.654 -4.896 -2.462
C 1.313 -5.428 -2.548
C 0.357 -4.871 -1.630
C 0.794 -3.714 -0.863
N 1.336 -1.191 0.419
N 1.940 -0.045 0.869
C 1.284 1.115 1.394
C -0.110 0.943 1.976
C -0.457 1.259 3.324
C -1.793 1.267 3.780
C -2.762 0.851 2.831
C -2.432 0.455 1.543
C -1.130 0.502 1.072
H 0.910 4.015 -1.235
H -1.490 4.476 -2.102
H -3.288 4.998 -0.663
H -3.111 5.119 1.806
H -0.878 4.394 2.937
H 4.371 2.910 1.409
H 4.006 -3.645 -1.825
H 3.492 -5.472 -2.917
H 1.085 -6.319 -3.162
H -0.709 -5.115 -1.509
H 0.074 -3.297 -0.320
H 0.209 1.529 4.123
H -2.070 1.641 4.755
H -3.807 0.847 3.074
H -3.226 0.271 0.794
H -0.671 0.312 0.065

Output
- energy relative to the best compared isomer or geometry (same formula, charge and spin) (kJ/mol) = 145.3
- HOMO level (eV) = -8.624
- total energy (Ha) = -4210.9221
- LUMO energy (eV) = -0.6

---

# 3
The following is a DFT calculation (ωB97M-V with the def2-TZVPD basis set) of a structure of composition C24H16BrN6O3SeSr.

CARTESIAN COORDINATES (ANGSTROEM)
Sr 0.662 -0.059 -0.807
O -2.215 -3.313 -0.997
C -1.257 -2.582 -1.274
N -1.216 -1.293 -1.608
C -2.382 -0.553 -1.939
C -3.522 -1.165 -2.450
C -4.608 -0.420 -2.895
C -4.564 0.959 -2.826
C -3.438 1.600 -2.318
C -2.334 0.877 -1.865
N -1.171 1.474 -1.287
C -1.006 2.796 -1.214
O -1.695 3.723 -1.661
C 0.213 3.260 -0.365
C 0.221 4.585 0.053
C 1.256 5.028 0.856
C 2.265 4.145 1.207
C 2.196 2.848 0.735
N 1.191 2.407 -0.031
C 0.132 -3.275 -1.318
C 0.178 -4.654 -1.156
C 1.395 -5.300 -1.276
C 2.531 -4.553 -1.552
C 2.400 -3.183 -1.680
N 1.229 -2.553 -1.571
H -3.547 -2.243 -2.482
H -5.480 -0.927 -3.291
H -5.401 1.556 -3.169
H -3.393 2.674 -2.271
H -0.589 5.222 -0.270
H 1.278 6.055 1.202
H 3.101 4.446 1.825
H 2.957 2.110 0.966
H -0.747 -5.169 -0.944
H 1.455 -6.376 -1.158
H 3.505 -5.012 -1.655
H 3.265 -2.557 -1.863
O 0.825 0.312 5.937
C 0.601 0.106 4.613
C 0.155 1.108 3.762
C -0.031 0.787 2.434
N 0.200 -0.427 1.918
C 0.598 -1.360 2.765
Br 0.872 -3.086 2.047
C 0.821 -1.167 4.117
H 0.665 1.241 6.142
H -0.042 2.115 4.107
H -0.382 1.541 1.740
H 1.159 -1.971 4.751
Se 3.487 -0.712 0.698
C 3.998 0.187 -0.844
N 4.207 0.750 -1.837

Output
- energy relative to the best compared isomer or geometry (same formula, charge and spin) (kJ/mol) = 10.6
- HOMO level (eV) = -4.267
- charge = -1
- total energy (Ha) = -6484.8543
- LUMO energy (eV) = 2.0